Computed, not measured: C37H55F5N7O5Si2SnTe2 as an isolated structure, with wB97M-V/def2-TZVPD.

Calculated values
**ΔE to the lowest compared entry with this formula, charge and spin**: 56.92 kcal per mole
**DFT total energy**: -4030.32571 a.u.
**LUMO energy**: -9.87 eV
**HOMO-LUMO gap**: 5.3932 eV
**Net charge**: +3

Last column: Löwdin charge in e.
Positions of all 114 atoms, in Å:
1 Sn -1.254 0.032 -0.248  1.2484
2 C -3.800 3.921 0.309  0.0007
3 O -4.453 2.849 1.053  0.0730
4 C -3.730 1.766 0.871  -0.2992
5 N -2.672 1.856 0.157  0.0284
6 C -2.541 3.247 -0.294  -0.2154
7 C -1.234 3.874 0.132  -0.2102
8 C -0.763 4.982 -0.567  -0.0479
9 C 0.427 5.592 -0.203  -0.0536
10 C 1.161 5.101 0.869  -0.0675
11 C 0.688 4.007 1.578  -0.0785
12 C -0.503 3.396 1.212  -0.0588
13 C -4.203 0.492 1.451  -0.1536
14 C -5.479 0.348 1.980  0.0617
15 C -5.887 -0.923 2.353  0.0199
16 C -5.030 -1.994 2.143  0.0595
17 C -3.771 -1.737 1.613  -0.1623
18 N -3.348 -0.514 1.311  0.1101
19 C -2.855 -2.824 1.216  -0.3140
20 N -1.690 -2.634 0.731  0.0434
21 C -1.216 -3.942 0.275  -0.2249
22 C -2.224 -4.934 0.884  -0.0256
23 O -3.309 -4.072 1.303  0.0597
24 C 0.242 -4.110 0.584  -0.1571
25 C 1.110 -2.969 0.346  -0.2820
26 C 2.529 -3.172 0.380  -0.0630
27 C 3.061 -4.373 0.772  -0.0236
28 C 2.195 -5.425 1.083  0.0469
29 C 0.806 -5.301 0.979  0.0248
30 H -3.566 4.714 1.017  0.1448
31 H -4.510 4.272 -0.436  0.1431
32 H -2.591 3.243 -1.386  0.1517
33 H -1.331 5.374 -1.403  0.1280
34 H 0.777 6.458 -0.747  0.1165
35 H 2.081 5.586 1.164  0.1134
36 H 1.238 3.645 2.438  0.1033
37 H -0.875 2.556 1.788  0.0997
38 H -6.130 1.205 2.070  0.1379
39 H -6.874 -1.084 2.762  0.1336
40 H -5.331 -3.008 2.360  0.1359
41 H -1.284 -3.942 -0.827  0.1595
42 H -1.861 -5.455 1.773  0.1303
43 H -2.623 -5.648 0.169  0.1505
44 H 0.717 -2.220 -0.352  0.0823
45 H 3.172 -2.351 0.100  0.0959
46 H 4.131 -4.520 0.815  0.1350
47 H 2.612 -6.379 1.381  0.1433
48 H 0.188 -6.170 1.159  0.1361
49 N 0.683 1.879 -1.527  0.0446
50 C 0.177 2.488 -2.752  -0.2840
51 C 1.252 2.778 -3.817  -0.1252
52 C 0.830 3.763 -4.919  -0.1643
53 C 1.325 3.357 -6.307  -0.1492
54 N 0.692 2.141 -6.820  0.0947
55 C -0.551 2.069 -7.290  -0.4437
56 N -1.222 3.173 -7.611  0.2354
57 N -1.112 0.878 -7.492  0.2249
58 C -0.903 1.598 -3.359  -0.5212
59 O -1.203 1.678 -4.525  0.0912
60 O -1.492 0.770 -2.508  -0.3198
61 H 1.307 2.529 -1.063  0.0794
62 H 1.225 1.051 -1.767  0.0747
63 H -0.317 3.425 -2.468  0.1323
64 H 1.541 1.817 -4.256  0.1191
65 H 2.140 3.160 -3.308  0.1212
66 H 1.231 4.755 -4.703  0.1238
67 H -0.256 3.855 -4.945  0.1063
68 H 2.397 3.162 -6.295  0.1362
69 H 1.187 4.163 -7.029  0.1221
70 H 1.130 1.263 -6.599  0.1570
71 H -0.773 4.071 -7.617  0.1208
72 H -2.137 3.114 -8.024  0.1388
73 H -0.753 0.071 -7.007  0.1221
74 H -2.074 0.819 -7.779  0.1369
75 C 1.667 -3.764 6.592  -0.1550
76 Si 0.819 -2.657 5.370  0.4402
77 C 0.916 -0.837 5.783  -0.1769
78 C -0.944 -3.169 4.975  -0.1780
79 C 1.769 -2.872 3.688  -0.4595
80 Te 0.804 -1.691 2.261  1.7453
81 C 2.194 -0.121 2.138  -0.4623
82 Si 4.075 -0.022 1.631  0.4827
83 C 4.677 1.443 2.609  -0.1614
84 C 5.065 -1.565 2.038  -0.1582
85 C 4.089 0.377 -0.197  -0.1653
86 H 1.247 -3.619 7.588  0.0526
87 H 2.736 -3.553 6.656  0.0473
88 H 1.542 -4.817 6.335  0.0470
89 H 0.442 -0.634 6.744  0.0529
90 H 0.394 -0.217 5.048  0.0212
91 H 1.948 -0.491 5.857  0.0451
92 H -1.451 -3.537 5.868  0.0510
93 H -0.977 -3.980 4.240  0.0284
94 H -1.538 -2.335 4.591  0.0267
95 H 1.680 -3.919 3.386  0.0261
96 H 2.817 -2.584 3.736  0.0207
97 H 2.140 0.200 3.188  0.0143
98 H 1.655 0.635 1.556  -0.0084
99 H 4.617 1.270 3.685  0.0464
100 H 4.109 2.345 2.376  0.0374
101 H 5.722 1.647 2.372  0.0548
102 H 5.787 -1.336 2.822  0.0507
103 H 5.639 -1.887 1.167  0.0505
104 H 4.484 -2.418 2.382  -0.0024
105 H 3.542 1.306 -0.364  0.0258
106 H 3.659 -0.390 -0.843  0.0265
107 H 5.113 0.542 -0.533  0.0533
108 F -0.269 -1.234 -2.017  -0.5221
109 Te -2.220 -1.226 -3.005  1.8777
110 F -1.563 -3.006 -2.783  -0.3869
111 F -3.667 -2.297 -3.511  -0.3535
112 F -1.140 -1.218 -4.518  -0.3210
113 F -3.308 -0.032 -3.960  -0.3425
114 O -2.793 -0.985 -1.281  -0.6251